# 1
An isolated molecule of C14H12BCl3N2O, computed with ωB97M-V with the def2-TZVPD basis set.

maximum force: 7.3 eV Å⁻¹
E_HOMO: -9.20 eV
ΔE to the lowest compared entry with this formula, charge and spin: 364.7 kJ/mol
electronic energy: -57984.986 eV

Each line ends with the Mulliken charge.
Cartesian coordinates (Å):
C1 0.68268 -0.52243 1.08189  0.360
N1 1.65861 0.53208 1.44989  0.447
N2 2.71321 0.69734 1.84986  -0.422
C2 -0.63607 0.06653 1.47729  0.223
C3 -1.66663 -0.87575 1.74337  -0.452
C4 -2.91124 -0.43549 2.11203  -0.654
C5 -3.13198 0.94222 2.31034  -0.394
C6 -2.12553 1.85018 2.12461  -0.787
C7 -0.85922 1.40523 1.71978  -0.094
H1 0.91712 -1.43413 1.66109  0.588
H2 -1.39934 -1.92126 1.78011  0.455
H3 -3.73657 -1.14351 2.24592  0.396
H4 -4.11284 1.28693 2.61800  0.376
H5 -2.25743 2.91665 2.28946  0.403
H6 -0.00103 2.09335 1.76664  0.330
Cl1 3.97746 -3.58069 -0.15626  -0.314
B1 2.19079 -3.32993 -0.55315  0.756
Cl2 1.65100 -4.46822 -1.97110  -0.332
Cl3 1.09271 -3.80500 0.95719  -0.328
O1 1.93661 -1.92513 -0.85845  -0.633
C8 0.85650 -1.15753 -0.46121  -0.642
C9 0.65525 0.00150 -1.39898  0.606
C10 -0.61702 0.38236 -1.79459  -0.285
C11 -0.79255 1.56811 -2.45350  -0.512
C12 0.33286 2.37920 -2.78304  -0.635
C13 1.62368 1.88303 -2.48582  -0.453
C14 1.77552 0.67008 -1.83953  -0.661
H7 -0.01542 -1.79523 -0.27634  0.612
H8 -1.42847 -0.29803 -1.63738  0.441
H9 -1.80282 1.90872 -2.71426  0.395
H10 0.17023 3.33810 -3.27071  0.404
H11 2.47976 2.50810 -2.77579  0.375
H12 2.78019 0.26263 -1.75733  0.433

=====

# 2
A cluster of 3 separate species, C14H12Cl2O8 in total, computed with ωB97M-V with the def2-TZVPD basis set.

maximum force: 0.7 eV Å⁻¹
E_HOMO: -9.67 eV
SMILES: O=C1C=C(O)C(=O)C=C1O.O=C1C=C(O)C(=O)C=C1O.ClCCCl
electronic energy: -56136.420 eV

Each line ends with the Mulliken charge.
Cartesian coordinates (Å):
O1 -0.24507 -1.29174 -0.20558  -0.471
C1 -0.03769 -2.46631 -0.01543  0.410
C2 -0.13417 -3.08207 1.29745  -0.975
C3 0.07135 -4.38805 1.47092  0.353
O2 0.00701 -4.97604 2.65439  -0.567
C4 0.41120 -5.29345 0.32605  0.786
O3 0.59285 -6.47294 0.53516  -0.618
C5 0.51462 -4.68913 -0.99535  -0.951
C6 0.33169 -3.37847 -1.16259  0.961
O4 0.41651 -2.73444 -2.33922  -0.368
H1 -0.36369 -2.49298 2.17706  0.459
H2 0.17171 -5.92611 2.51339  0.351
H3 0.77062 -5.34822 -1.81622  0.312
H4 0.54723 -3.36902 -3.05374  0.291
O5 -2.21426 1.46420 2.12680  -0.656
C7 -1.55838 2.34685 1.62186  1.055
C8 -1.65835 2.78769 0.24395  -0.703
C9 -0.86130 3.77012 -0.20553  -0.079
O6 -0.85613 4.15057 -1.47386  -0.503
C10 0.10308 4.51597 0.69073  1.016
O7 0.68809 5.46689 0.22515  -0.621
C11 0.24632 4.03144 2.05360  -0.946
C12 -0.53773 3.04276 2.49239  0.355
O8 -0.46695 2.57756 3.72682  -0.570
H5 -2.36921 2.33476 -0.43608  0.458
H6 -0.27168 4.92178 -1.57020  0.375
H7 0.96487 4.46233 2.73822  0.436
H8 -1.13979 1.87464 3.80296  0.368
Cl1 0.05054 1.91718 -3.88168  -0.194
C13 0.24883 0.74691 -2.55965  -0.222
C14 1.32144 1.17516 -1.59221  0.040
Cl2 2.93921 1.17216 -2.35464  -0.213
H9 0.51479 -0.21211 -2.99364  0.281
H10 -0.69530 0.67641 -2.02806  0.172
H11 1.35861 0.49137 -0.75180  0.154
H12 1.13915 2.19434 -1.26143  0.022

=====

# 3
A structure of composition C14H12F6IrN2O12S2, computed with ωB97M-V with the def2-TZVPD basis set.

maximum force: 0.9 eV Å⁻¹
⟨S²⟩: 0.75
E_HOMO (alpha / beta): -9.92 / -9.93 eV
ΔE to the lowest compared entry with this formula, charge and spin: 45.7 kJ/mol
electronic energy: -83076.418 eV
multiplicity: 2

Each line ends with the Mulliken charge.
Cartesian coordinates (Å):
Ir1 -1.10246 1.13490 0.30393  2.712
O1 4.27212 3.74091 0.42261  -0.513
C1 3.04533 3.20456 0.37615  0.962
C2 2.17616 3.42008 -0.70335  -0.495
C3 0.94243 2.82015 -0.65785  0.198
N1 0.62308 2.06039 0.38090  -0.251
C4 1.40513 1.85814 1.43306  0.402
C5 2.65142 2.42930 1.47156  -0.795
C6 0.70808 1.03338 2.49645  0.635
O2 1.20505 0.76625 3.54626  -0.605
O3 -0.55355 0.73067 2.15119  -0.733
C7 -0.19196 2.95311 -1.65585  0.210
O4 -0.05269 3.51161 -2.70796  -0.624
O5 -1.31953 2.35406 -1.26491  -0.745
H1 4.46046 4.24519 -0.37738  0.309
H2 2.43926 4.04262 -1.54864  0.480
H3 3.30298 2.27272 2.31911  0.596
F1 -0.84786 -4.89148 -0.89610  -0.234
C8 -1.37900 -3.72006 -0.57513  0.547
F2 -1.30114 -2.91327 -1.65856  -0.186
F3 -2.66763 -3.89101 -0.29042  -0.227
S1 -0.54547 -2.94438 0.87150  0.771
O6 -1.20960 -1.67145 1.00727  -0.553
O7 -0.69096 -3.89994 1.92291  -0.611
N2 0.89821 -2.86707 0.25440  -0.371
S2 2.14055 -2.08123 0.79940  1.183
O8 1.83650 -0.97620 1.67445  -0.537
O9 3.06420 -1.85511 -0.27353  -0.743
C9 2.98073 -3.29203 1.90303  0.431
F4 4.08880 -2.73385 2.39778  -0.202
F5 3.31736 -4.38842 1.23149  -0.215
F6 2.18173 -3.62556 2.91066  -0.201
C10 -4.81275 1.83030 1.36652  -1.271
C11 -3.41742 1.54244 0.96163  0.792
O10 -3.08429 0.50266 0.30831  -0.748
O11 -2.44812 2.31674 1.26877  -0.626
H4 -5.50565 1.35226 0.67962  0.350
H5 -4.97540 2.90415 1.40961  0.374
H6 -4.96490 1.41426 2.36396  0.307
C12 0.49291 -1.31691 -2.89692  -1.415
C13 -0.50000 -0.60623 -2.05564  1.278
C14 -1.92084 -0.56111 -2.48474  -1.343
O12 -0.09006 -0.06579 -1.01832  -0.529
H7 0.27226 -2.38631 -2.83763  0.309
H8 1.50915 -1.14908 -2.55277  0.305
H9 0.35816 -1.01520 -3.93793  0.480
H10 -2.15898 -1.44759 -3.06808  0.477
H11 -2.03244 0.31696 -3.12933  0.366
H12 -2.59939 -0.45855 -1.64148  0.299

=====

# 4
A structure of composition C14H12F6N5O2S2SbZn, computed with ωB97M-V with the def2-TZVPD basis set.

maximum force: 0.1 eV Å⁻¹
⟨S²⟩: 0.77
E_HOMO (alpha / beta): -5.41 / -5.69 eV
electronic energy: -119198.609 eV
net charge: -1
multiplicity: 2

Each line ends with the Mulliken charge.
Cartesian coordinates (Å):
Zn1 -0.28346 -0.42631 -0.14726  1.948
N1 3.33578 1.50032 1.41883  0.194
C1 2.18061 1.64366 0.76157  -0.409
N2 1.62121 0.46553 0.62827  0.072
C2 2.48901 -0.37618 1.24567  0.189
N3 3.55319 0.20826 1.73831  -0.795
C3 2.15247 -1.79872 1.34687  0.249
C4 2.95025 -2.74935 1.96795  -0.303
N4 2.57597 -4.02083 2.04320  -0.655
C5 1.39556 -4.33000 1.51381  -0.310
C6 0.58335 -3.38448 0.90152  -0.375
N5 0.98014 -2.12250 0.81296  0.230
H1 3.96451 2.21328 1.74307  0.199
H2 1.77061 2.58194 0.43515  0.504
H3 3.89721 -2.46928 2.41105  0.464
H4 1.08078 -5.36365 1.58151  0.398
H5 -0.39702 -3.60235 0.49501  0.444
S1 -1.13717 1.67159 -0.94307  -0.351
C7 -0.77294 1.58068 -2.59579  0.416
C8 -1.23204 2.64806 -3.42470  -0.719
C9 -0.99169 2.67461 -4.76260  -0.519
C10 -0.26514 1.62378 -5.37468  -0.475
C11 0.19307 0.58418 -4.62673  -0.673
C12 -0.03271 0.50813 -3.21972  0.650
S2 0.58111 -0.83581 -2.38990  -0.573
H6 -1.78912 3.44364 -2.94806  0.407
H7 -1.35925 3.49835 -5.36095  0.343
H8 -0.07920 1.64664 -6.44092  0.347
H9 0.74414 -0.22530 -5.08601  0.399
F1 -0.78806 0.17699 2.08793  -0.588
Sb1 -0.65578 1.59015 3.37892  2.341
F2 -0.04176 2.76917 2.02102  -0.586
F3 1.14955 1.07484 3.66365  -0.612
F4 -0.49214 2.97553 4.64858  -0.552
F5 -1.23192 0.38245 4.70183  -0.564
F6 -2.42666 2.07249 2.96874  -0.574
C13 -3.64454 -0.55757 0.53665  -0.696
C14 -2.93051 -1.86447 0.24463  0.674
O1 -3.54698 -2.92205 0.23466  -0.714
O2 -1.66053 -1.79289 -0.01030  -0.916
H10 -4.67703 -0.75396 0.81450  0.297
H11 -3.62213 0.07690 -0.35123  0.184
H12 -3.14075 -0.01547 1.33607  0.011

=====

# 5
A structure of composition C14H12MgN2O6Se4, computed with ωB97M-V with the def2-TZVPD basis set.

maximum force: 0.6 eV Å⁻¹
E_HOMO: -0.36 eV
electronic energy: -296814.850 eV
net charge: -2

Each line ends with the Mulliken charge.
Cartesian coordinates (Å):
Mg1 0.17482 -0.31890 -0.05813  1.249
O1 -2.49930 5.65570 3.12161  -0.504
C1 -2.40745 4.40107 3.79087  -0.579
C2 -1.79297 3.36884 2.88975  0.651
C3 -1.20466 2.23776 3.43378  -1.106
C4 -0.69904 1.26691 2.58596  0.571
N1 -0.73979 1.37766 1.26265  0.007
C5 -1.29270 2.46895 0.73319  0.336
C6 -1.83766 3.48806 1.50961  -0.650
C7 -1.29608 2.50354 -0.74589  0.537
C8 -1.78640 3.57274 -1.49030  -0.276
C9 -1.75575 3.50268 -2.87548  0.639
C10 -2.30116 4.63287 -3.70667  -0.673
O2 -3.65928 4.93786 -3.39556  -0.529
C11 -1.23542 2.36234 -3.46712  -1.052
C12 -0.75656 1.34497 -2.65423  -0.337
N2 -0.78752 1.41650 -1.33007  -0.093
H1 -2.91133 6.28198 3.72113  0.284
H2 -3.40785 4.05887 4.08474  0.266
H3 -1.80260 4.48768 4.69928  0.319
H4 -1.12508 2.08600 4.50294  0.417
H5 -0.24544 0.37228 2.97932  -0.811
H6 -2.28314 4.36497 1.06480  0.422
H7 -2.19013 4.45244 -1.00789  0.355
H8 -2.19567 4.39043 -4.76922  0.311
H9 -1.73956 5.54897 -3.51433  0.293
H10 -4.11600 4.10298 -3.24835  0.346
H11 -1.19430 2.25382 -4.54320  0.364
H12 -0.34100 0.44275 -3.07704  0.213
Se1 2.35019 -0.29516 1.80850  -0.447
Se2 1.78885 -0.70153 4.04243  -0.292
Se3 -0.29308 -1.97013 4.03313  -0.289
Se4 -0.99024 -2.14564 1.80279  -0.461
O3 2.20301 -1.11666 -3.41135  -0.743
C13 1.46928 -1.03448 -2.43220  0.679
O4 1.67232 -0.30818 -1.39203  -0.689
C14 0.08699 -1.80064 -2.42891  0.717
O5 -0.23827 -2.46757 -3.40575  -0.751
O6 -0.62973 -1.59052 -1.38381  -0.694

=====

# 6
An isolated molecule of C14H12N2O4S2, computed with ωB97M-V with the def2-TZVPD basis set.

maximum force: 1.3 eV Å⁻¹
E_HOMO: -8.94 eV
SMILES: Cc1ccc(C(=O)Nc2nc3ccc(S(C)(=O)=O)cc3s2)o1
electronic energy: -47553.280 eV

Each line ends with the Mulliken charge.
Cartesian coordinates (Å):
C1 -2.76470 -2.98066 1.34602  -1.181
C2 -3.49144 -1.96625 0.54370  0.485
C3 -4.56010 -2.07773 -0.30773  -0.576
C4 -4.82675 -0.78171 -0.78393  -0.643
C5 -3.88882 0.04085 -0.20378  0.538
C6 -3.76369 1.48587 -0.30736  0.269
O1 -4.66987 2.19924 -0.68112  -0.623
N1 -2.57058 2.07369 0.10161  -0.100
C7 -1.28949 1.62288 0.15013  0.571
N2 -0.35307 2.34179 0.65764  -0.696
C8 0.87114 1.76184 0.53282  -0.424
C9 2.07182 2.28679 1.00630  -0.666
C10 3.23469 1.57291 0.80323  -0.497
C11 3.20060 0.35349 0.14023  0.081
S1 4.73417 -0.53200 -0.13712  1.303
C12 5.33202 0.16750 -1.70507  -0.999
O2 5.67055 -0.18629 0.89629  -0.664
O3 4.43474 -1.92201 -0.34922  -0.669
C13 2.03109 -0.19846 -0.33880  -0.667
C14 0.86413 0.51495 -0.13982  0.863
S2 -0.76142 0.10128 -0.59734  -0.108
O4 -3.08626 -0.68936 0.61096  -0.285
H1 -3.22289 -3.95544 1.21321  0.341
H2 -2.78507 -2.71349 2.40161  0.290
H3 -1.72167 -3.02840 1.03530  0.280
H4 -5.08815 -2.97547 -0.55456  0.493
H5 -5.59216 -0.47448 -1.46593  0.523
H6 -2.64926 3.07579 0.25001  0.281
H7 2.06668 3.23259 1.52251  0.472
H8 4.18462 1.92903 1.16867  0.458
H9 5.47834 1.23024 -1.56410  0.362
H10 4.58993 -0.03352 -2.46641  0.357
H11 6.26906 -0.31776 -1.94804  0.360
H12 2.05183 -1.15767 -0.82994  0.473

=====

# 7
An isolated molecule of C14H12O3, computed with ωB97M-V with the def2-TZVPD basis set.

maximum force: 2.9 eV Å⁻¹
E_HOMO: -9.02 eV
SMILES: CC(=O)[C@@]1(C)O[C@]12C(=O)C=Cc1ccccc12
ΔE to the lowest compared entry with this formula, charge and spin: 199.1 kJ/mol
electronic energy: -20852.985 eV

Each line ends with the Mulliken charge.
Cartesian coordinates (Å):
C1 1.48622 1.71056 1.01494  -1.131
C2 0.61650 0.96263 2.03033  0.453
O1 0.13392 1.54142 3.00175  -0.547
C3 0.42602 -0.56731 1.87353  0.631
C4 1.36255 -1.42373 2.73905  -1.508
O2 -0.81314 -1.23365 1.70509  -0.607
C5 -0.13361 -1.02895 0.45257  1.653
C6 0.58385 -2.22955 -0.25575  0.318
O3 1.22521 -3.11485 0.30225  -0.597
C7 0.76493 -2.15919 -1.69207  -0.523
C8 0.32147 -1.09600 -2.44697  -0.936
C9 -0.56271 -0.09024 -1.84765  1.084
C10 -1.14944 0.84965 -2.71172  -0.772
C11 -2.07881 1.83634 -2.22898  -0.633
C12 -2.47451 1.76098 -0.87497  -0.769
C13 -1.79849 0.88827 -0.00591  -0.175
C14 -0.82805 -0.04673 -0.47275  -0.350
H1 2.32296 1.09629 0.76424  0.375
H2 0.89600 1.98021 0.10640  0.199
H3 1.88285 2.62006 1.45127  0.396
H4 1.43074 -0.99620 3.75860  0.422
H5 2.36255 -1.46801 2.26396  0.269
H6 0.95206 -2.42374 2.82699  0.364
H7 1.38213 -2.95884 -2.15704  0.391
H8 0.53148 -1.09174 -3.52421  0.340
H9 -0.96244 0.80912 -3.78445  0.368
H10 -2.61658 2.54032 -2.83879  0.398
H11 -3.17660 2.47118 -0.48286  0.399
H12 -2.08708 0.86170 1.03313  0.488

=====

# 8
An isolated molecule of C14H12Si, computed with ωB97M-V with the def2-TZVPD basis set.

maximum force: 4.4 eV Å⁻¹
E_HOMO: -8.91 eV
SMILES: C1=C[Si]1(c1ccccc1)c1ccccc1
ΔE to the lowest compared entry with this formula, charge and spin: 32.3 kJ/mol
electronic energy: -22586.024 eV

Each line ends with the Mulliken charge.
Cartesian coordinates (Å):
C1 0.86760 2.97358 -1.14148  -0.606
C2 0.78820 3.11775 0.16737  -0.686
Si1 0.18416 1.45734 -0.30198  0.502
C3 -1.87795 0.38347 -0.13806  0.032
C4 -2.42417 0.33050 1.09470  -0.262
C5 -3.63105 -0.35535 1.30509  -0.413
C6 -4.22122 -1.04501 0.30115  -0.257
C7 -3.66644 -0.98007 -0.96207  -0.562
C8 -2.43233 -0.32936 -1.14175  -0.106
C9 1.59375 0.14024 -0.13868  0.164
C10 1.61961 -1.17962 -0.62191  -0.137
C11 2.75160 -2.01772 -0.50144  -0.672
C12 3.87513 -1.56895 0.17796  -0.406
C13 3.81557 -0.37985 0.85690  -0.696
C14 2.66225 0.40260 0.73052  0.081
H1 1.00430 3.56963 -1.95714  0.548
H2 0.84087 3.87746 0.84506  0.491
H3 -1.94106 0.96344 1.84551  0.310
H4 -4.24090 -0.41576 2.28787  0.215
H5 -5.17837 -1.62371 0.45918  0.295
H6 -4.13690 -1.54657 -1.72427  0.378
H7 -1.87663 -0.35471 -2.15821  0.230
H8 0.75071 -1.59316 -1.19875  0.219
H9 2.84349 -3.03782 -0.94093  0.292
H10 4.73355 -2.09342 0.13599  0.517
H11 4.67868 -0.10768 1.40959  0.389
H12 2.61755 1.41275 1.30977  0.141